No. 1
The following is a DFT calculation (ωB97M-V/def2-TZVPD) of 12 unconnected molecules or ions with the total composition C24H37BCl33NO4P2 in a non-equilibrium geometry.

Each line ends with the Löwdin charge.
CARTESIAN COORDINATES (ANGSTROEM)
C  -2.18  5.01  2.45  -0.09
C  -2.32  3.61  3.05  -0.34
O  -1.19  2.75  2.93  -0.36
P  -0.57  2.19  4.49  0.75
C  0.14  0.68  3.72  -0.25
C  -0.71  -0.56  4.07  -0.46
C  0.16  -1.80  4.08  -0.03
O  -1.68  -0.70  3.05  -0.12
C  -3.02  -0.82  3.49  -0.15
C  -3.89  -0.08  2.51  -0.19
C  -4.91  0.77  2.90  -0.04
C  -5.64  1.44  1.92  -0.09
C  -5.34  1.27  0.58  -0.21
C  -4.33  0.40  0.19  -0.12
C  -3.61  -0.27  1.16  -0.10
B  0.48  3.80  4.57  -0.67
C  1.96  3.71  4.05  -0.03
O  0.02  5.02  5.02  0.09
P  0.11  1.71  6.64  0.68
N  1.09  0.27  6.69  -0.22
O  1.18  2.94  7.05  -0.38
H  -3.14  5.33  2.06  0.07
H  -1.96  5.68  3.28  0.06
H  -1.39  5.15  1.73  0.00
H  -3.13  3.11  2.51  0.09
H  -2.63  3.74  4.09  0.09
H  -1.87  2.04  4.99  0.03
H  1.20  0.54  3.93  0.08
H  0.06  0.81  2.65  0.10
H  -1.14  -0.37  5.05  0.10
H  0.64  -1.87  3.11  0.09
H  0.87  -1.77  4.90  0.06
H  -0.49  -2.67  4.16  0.08
H  -3.35  -1.86  3.51  0.13
H  -3.17  -0.40  4.49  0.12
H  -5.13  0.92  3.94  0.11
H  -6.44  2.10  2.22  0.10
H  -5.87  1.81  -0.17  0.06
H  -4.08  0.25  -0.84  0.09
H  -2.81  -0.97  0.92  -0.01
H  2.03  3.99  3.01  0.04
H  2.37  2.71  4.18  0.05
H  2.56  4.38  4.67  0.07
H  -0.35  4.98  5.90  0.11
H  2.00  0.43  7.10  0.02
H  0.60  -0.40  7.27  -0.01
H  2.09  2.63  6.98  0.04
Cl  2.16  4.73  -0.40  0.54
C  1.54  6.32  0.05  -1.53
Cl  0.37  6.86  -1.15  0.53
Cl  0.81  6.29  1.65  0.62
H  2.36  7.02  0.06  0.01
Cl  1.48  2.38  -5.17  0.51
C  2.54  2.71  -3.79  -1.54
Cl  2.41  1.44  -2.57  0.52
Cl  4.22  2.91  -4.30  0.48
H  2.22  3.64  -3.34  -0.02
Cl  -7.58  -1.67  -3.32  0.51
C  -8.21  -0.33  -2.36  -1.52
Cl  -9.92  -0.55  -2.00  0.53
Cl  -7.26  -0.14  -0.88  0.65
H  -8.10  0.58  -2.94  0.01
Cl  4.56  -2.28  -4.86  0.53
C  4.73  -1.02  -6.08  -1.53
Cl  4.63  -1.71  -7.71  0.54
Cl  3.51  0.22  -5.86  0.50
H  5.71  -0.57  -5.97  -0.05
Cl  2.70  -6.21  -8.57  0.54
C  2.24  -4.63  -7.93  -1.55
Cl  1.09  -3.84  -9.01  0.53
Cl  1.56  -4.79  -6.31  0.52
H  3.13  -4.02  -7.87  -0.05
Cl  6.29  -7.55  -8.41  0.52
C  5.43  -8.29  -7.06  -1.56
Cl  5.68  -10.04  -7.04  0.53
Cl  5.93  -7.57  -5.53  0.51
H  4.38  -8.10  -7.19  -0.03
Cl  -3.19  -3.37  -3.34  0.52
C  -2.23  -3.53  -1.86  -1.52
Cl  -0.51  -3.58  -2.22  0.53
Cl  -2.62  -2.22  -0.73  0.66
H  -2.50  -4.46  -1.39  0.01
Cl  -2.16  -0.09  9.06  0.50
C  -1.24  0.74  10.31  -1.54
Cl  -1.50  -0.03  11.87  0.52
Cl  0.49  0.78  9.92  0.52
H  -1.59  1.76  10.37  0.01
Cl  7.28  -5.90  -1.41  0.53
C  5.87  -6.90  -1.79  -1.56
Cl  5.05  -7.40  -0.32  0.53
Cl  4.77  -6.04  -2.87  0.49
H  6.22  -7.79  -2.30  0.00
Cl  -6.21  -0.65  -7.72  0.53
C  -5.06  -0.86  -6.40  -1.57
Cl  -3.40  -0.90  -7.01  0.53
Cl  -5.25  0.42  -5.20  0.51
H  -5.26  -1.80  -5.92  0.00
Cl  8.44  0.33  -7.85  0.53
C  7.87  1.89  -7.24  -1.54
Cl  6.69  2.60  -8.34  0.54
Cl  7.18  1.71  -5.63  0.53
H  8.72  2.56  -7.18  0.01

Properties
SMILES string = CCO[PH](C[C@H](C)OCc1ccccc1)(B(C)O)P(N)O.ClC(Cl)Cl.ClC(Cl)Cl.ClC(Cl)Cl.ClC(Cl)Cl.ClC(Cl)Cl.ClC(Cl)Cl.ClC(Cl)Cl.ClC(Cl)Cl.ClC(Cl)Cl.ClC(Cl)Cl.ClC(Cl)Cl
HOMO = -6.826 eV
net charge = 0
LUMO level = 0.288 eV

***

No. 2
The following is a DFT calculation (ωB97M-V/def2-TZVPD) of a molecular structure, C24H37BaN4O3SeSi.

Each line ends with the Löwdin charge.
CARTESIAN COORDINATES (ANGSTROEM)
Ba  -0.12  -0.34  0.66  1.83
O  -0.19  1.33  2.67  -0.31
C  -0.49  2.52  3.02  -0.40
C  -0.52  2.88  4.40  -0.03
C  -0.82  4.15  4.83  -0.12
C  -1.12  5.17  3.92  -0.13
C  -1.11  4.85  2.58  -0.08
C  -0.82  3.57  2.10  -0.14
C  -0.89  3.40  0.66  -0.12
N  -0.76  2.34  -0.03  -0.07
C  -0.93  2.47  -1.47  -0.24
C  0.22  1.82  -2.23  -0.23
N  0.18  0.38  -2.07  -0.06
C  0.19  -0.31  -3.14  -0.13
C  0.11  -1.75  -3.30  -0.18
C  0.20  -2.23  -4.62  -0.07
C  0.15  -3.57  -4.93  -0.12
C  0.01  -4.48  -3.88  -0.10
C  -0.09  -4.05  -2.58  -0.04
C  -0.05  -2.68  -2.22  -0.44
O  -0.17  -2.33  -0.99  -0.33
H  -0.27  2.10  5.11  0.10
H  -0.82  4.36  5.89  0.09
H  -1.36  6.17  4.26  0.08
H  -1.35  5.63  1.85  0.10
H  -1.11  4.34  0.13  0.11
H  -1.02  3.53  -1.77  0.11
H  -1.85  1.96  -1.75  0.11
H  1.17  2.20  -1.83  0.12
H  0.17  2.11  -3.28  0.11
H  0.26  0.23  -4.10  0.12
H  0.32  -1.50  -5.41  0.10
H  0.23  -3.90  -5.96  0.08
H  -0.02  -5.54  -4.10  0.09
H  -0.17  -4.77  -1.76  0.11
N  -1.58  -1.26  3.15  -0.06
C  -0.90  -2.25  3.98  -0.28
C  0.61  -2.09  3.88  -0.28
N  1.05  -2.23  2.50  -0.12
H  -1.28  -0.32  3.42  0.03
H  -2.58  -1.31  3.28  0.07
H  -1.17  -3.25  3.62  0.10
H  -1.19  -2.20  5.04  0.10
H  1.10  -2.80  4.56  0.11
H  0.88  -1.08  4.22  0.11
H  0.89  -3.17  2.16  0.07
H  2.05  -2.05  2.38  -0.07
C  -3.37  -1.90  -2.23  0.00
C  -3.02  -1.79  -0.77  -0.51
C  -2.95  -3.07  0.01  -0.01
O  -2.79  -0.72  -0.24  -0.07
H  -4.26  -2.50  -2.37  0.08
H  -2.54  -2.41  -2.73  0.08
H  -3.49  -0.91  -2.66  0.09
H  -3.83  -3.69  -0.18  0.08
H  -2.85  -2.86  1.07  0.07
H  -2.06  -3.60  -0.33  0.08
C  2.63  -4.06  -0.12  -0.24
Si  3.86  -2.66  -0.48  -0.06
C  3.47  -2.05  -2.23  -0.23
C  5.55  -3.50  -0.57  -0.26
Se  3.83  -1.03  1.01  0.09
H  2.72  -4.84  -0.89  0.02
H  1.61  -3.68  -0.15  -0.01
H  2.82  -4.51  0.85  0.02
H  3.53  -2.86  -2.96  0.03
H  4.17  -1.26  -2.52  0.02
H  2.47  -1.64  -2.26  -0.01
H  5.56  -4.31  -1.31  0.01
H  5.82  -3.92  0.40  0.01
H  6.32  -2.78  -0.84  0.01

Properties
HOMO = -3.891 eV
net charge = -1
LUMO level = 2.169 eV

***

No. 3
The following is a DFT calculation (ωB97M-V/def2-TZVPD) of a molecular structure, C24H37FeO5P.

Each line ends with the Mulliken spin population.
CARTESIAN COORDINATES (ANGSTROEM)
Fe  0.54  -0.22  -0.80  3.65
C  3.48  -1.22  -0.05  0.03
C  4.02  0.21  0.06  -0.02
C  4.90  0.35  1.30  0.00
C  2.87  1.19  0.01  -0.01
C  2.33  1.80  1.14  -0.01
C  1.21  2.61  1.06  0.03
C  0.57  2.85  -0.15  -0.04
C  -0.67  3.70  -0.25  -0.01
C  1.14  2.29  -1.30  0.01
C  2.28  1.49  -1.23  0.07
H  4.28  -1.96  -0.07  0.00
H  2.91  -1.37  -0.97  0.00
H  2.84  -1.45  0.81  0.00
H  4.64  0.40  -0.82  0.00
H  4.36  0.06  2.21  0.00
H  5.26  1.37  1.44  0.00
H  5.76  -0.30  1.22  0.00
H  2.81  1.65  2.10  0.00
H  0.82  3.06  1.97  0.00
H  -1.50  3.12  -0.66  0.00
H  -0.50  4.55  -0.90  0.00
H  -0.97  4.07  0.73  0.00
H  0.73  2.53  -2.27  0.01
H  2.73  1.12  -2.14  0.03
O  0.75  -1.38  -4.93  0.45
C  0.50  -0.83  -3.89  0.05
O  1.07  -0.33  -2.93  0.17
C  -1.22  -0.73  -3.77  0.17
C  -1.54  0.61  -3.13  0.03
C  -3.04  0.86  -3.31  0.01
C  -3.64  -0.16  -2.31  0.00
C  -2.39  -0.81  -1.74  0.01
O  -1.44  0.31  -1.72  0.02
C  -1.73  -1.74  -2.76  0.02
C  -0.58  -2.60  -2.11  0.04
O  -0.33  -3.67  -2.61  0.05
O  -0.01  -2.05  -1.10  0.13
H  -1.56  -0.85  -4.79  -0.01
H  -0.88  1.44  -3.39  0.01
H  -3.28  1.88  -3.03  0.01
H  -3.36  0.70  -4.34  0.00
H  -4.20  0.35  -1.53  0.00
H  -4.29  -0.89  -2.78  0.00
H  -2.47  -1.22  -0.74  0.00
H  -2.41  -2.46  -3.22  0.00
C  -0.12  -3.30  1.92  0.00
C  -1.13  -2.16  1.86  0.00
P  -0.42  -0.50  1.52  0.08
C  -1.84  0.65  1.67  0.00
C  -3.00  0.26  2.58  0.00
C  0.64  -0.26  3.00  -0.01
C  -0.05  -0.07  4.35  0.00
H  -0.65  -4.24  2.11  0.00
H  0.58  -3.16  2.75  0.00
H  0.44  -3.40  1.00  0.00
H  -1.66  -2.07  2.81  0.00
H  -1.90  -2.36  1.11  0.00
H  -2.21  0.81  0.65  0.00
H  -1.41  1.62  1.97  0.00
H  -3.51  -0.63  2.21  0.00
H  -3.74  1.07  2.62  0.00
H  -2.69  0.06  3.60  0.00
H  1.30  0.58  2.79  0.00
H  1.28  -1.14  3.03  0.00
H  -0.67  0.83  4.37  0.00
H  0.70  0.03  5.14  0.00
H  -0.68  -0.92  4.62  0.00

Properties
HOMO (alpha / beta) = -11.916 / -12.313 eV
net charge = +1
<S²> = 8.767
LUMO level (alpha / beta) = -2.186 / -6.277 eV
2S+1 = 6

***

Energy above the lowest of the compared OMol25 structures with the same formula, charge and spin readings, ordered: 0.00, 3.93, 0.00 kcal/mol